1.
# C56H126F9N7O10S

A cluster of 11 separate species, C56H126F9N7O10S in total at a distorted geometry (the ωB97M-V functional and the def2-TZVPD basis, OMol25).

For the total energy, the calculation gives -4640.357201 a.u. The value obtained for the largest force on an atom is 12.95 eV/A. As for the LUMO energy: -5.80 eV.

```
! RIJCOSX wB97M-V def2-TZVPD def2/J DEFGRID3
* xyz 4 1
C -9.9018 4.9883 -3.6782
N -10.1048 4.4011 -5.1481
C -10.5990 3.0158 -5.1304
C -11.1925 5.0843 -5.8949
C -8.7890 4.6117 -5.9542
C -7.7495 3.5285 -5.7363
O -7.5625 3.3592 -4.2925
H -8.8769 4.7716 -3.3539
H -10.7491 4.5515 -3.0983
H -10.1284 6.0461 -3.7057
H -10.6420 2.7133 -6.1598
H -11.6402 3.0699 -4.8770
H -10.1095 2.5006 -4.3819
H -12.1290 4.9483 -5.2972
H -11.2962 4.5975 -6.8801
H -11.0579 6.1584 -5.9258
H -8.4585 5.6054 -5.6596
H -9.1388 4.5601 -6.9959
H -6.7360 3.6596 -6.2082
H -8.1322 2.6306 -6.1810
H -6.6290 3.1915 -4.2264
C 3.5278 -4.6780 -1.7685
N 3.0773 -4.3997 -0.3913
C 3.1916 -2.9337 -0.0849
C 1.5966 -4.7543 -0.2273
C 3.7635 -5.2671 0.6318
C 5.2225 -5.0008 0.7995
O 5.4166 -3.8004 1.4725
H 2.7028 -4.5464 -2.4529
H 3.7334 -5.7736 -1.8609
H 4.3053 -4.0597 -2.0359
H 2.8723 -2.8246 0.9476
H 2.5364 -2.4111 -0.7723
H 4.2084 -2.6496 -0.2840
H 1.1200 -4.4026 -1.1800
H 1.1803 -4.2045 0.6304
H 1.6037 -5.7804 0.0400
H 3.6155 -6.3318 0.4652
H 3.2174 -5.1051 1.5776
H 5.6485 -5.0319 -0.1756
H 5.5610 -5.9047 1.4086
H 6.3537 -3.6451 1.5941
C -0.8249 -6.3477 3.8834
N -1.1911 -5.4948 5.0833
C -2.6643 -5.3372 5.1873
C -0.8644 -6.3100 6.3588
C -0.4667 -4.1504 5.0322
C -0.5458 -3.3773 3.6804
O 0.5957 -3.6059 2.9546
H 0.1421 -6.7821 4.0311
H -0.7624 -5.8131 2.9531
H -1.6200 -7.0856 3.7656
H -3.1593 -6.2886 5.2709
H -3.0678 -4.7466 4.3693
H -2.8040 -4.7484 6.0777
H -1.3638 -5.7668 7.1754
H 0.2195 -6.1203 6.5009
H -1.2493 -7.3490 6.3806
H 0.5962 -4.3424 5.1119
H -0.7689 -3.6133 5.9403
H -0.7248 -2.3272 3.9969
H -1.6289 -3.7982 3.4093
H 0.9286 -1.9570 2.5545
C -8.4134 -2.3732 2.9087
C -7.1616 -2.7579 2.1365
C -7.3779 -3.5656 0.8752
N -6.2344 -3.8655 -0.0186
C -5.4572 -2.6649 -0.4894
C -6.6652 -4.6691 -1.2011
C -5.5023 -5.5607 -1.7390
C -4.5025 -5.4177 -0.5708
C -5.3094 -4.8104 0.6152
H -9.1370 -3.1535 3.0683
H -8.9736 -1.5021 2.6080
H -8.0611 -2.0792 3.8978
H -6.5407 -3.4174 2.7794
H -6.5947 -1.7942 1.8922
H -8.0994 -3.0607 0.2245
H -7.8018 -4.5381 1.0503
H -5.0021 -2.2223 0.3857
H -6.0733 -1.8995 -0.9813
H -4.6827 -3.0623 -1.1714
H -7.1131 -3.9502 -1.8473
H -7.5602 -5.2360 -0.7553
H -5.1181 -5.1528 -2.6847
H -5.8070 -6.5939 -1.8356
H -3.6390 -4.8239 -0.8699
H -4.0799 -6.3372 -0.1711
H -4.6433 -4.3089 1.3323
H -5.9294 -5.5946 1.1070
C 3.5585 -0.4736 -9.8762
C 2.9343 -0.2957 -8.4686
C 2.3027 1.0780 -8.4049
N 2.0822 1.5933 -7.0473
C 0.8046 1.0515 -6.4465
C 1.9165 3.1000 -7.1131
C 2.0378 3.5766 -5.6621
C 3.0038 2.5605 -5.0317
C 3.1595 1.3780 -6.0167
H 4.0968 -1.3960 -9.9299
H 4.2015 0.3272 -10.2173
H 2.7895 -0.7150 -10.6177
H 3.7743 -0.3260 -7.7241
H 2.2594 -1.1655 -8.2613
H 1.3402 1.0673 -8.8745
H 2.9121 1.8090 -8.9128
H -0.0020 1.3189 -7.1350
H 0.7356 1.2846 -5.3787
H 0.7820 -0.0299 -6.5330
H 0.9585 3.2043 -7.6687
H 2.7190 3.4905 -7.6875
H 1.0550 3.5223 -5.0872
H 2.4630 4.6127 -5.5908
H 2.5472 2.1919 -4.0954
H 3.9975 2.9579 -4.7843
H 3.1100 0.3825 -5.5466
H 4.1134 1.4073 -6.5375
C 4.4548 -2.2638 4.0305
C 3.4310 -1.6547 5.0070
C 3.4749 -0.1631 5.2654
N 2.4076 0.3548 6.0801
C 2.5683 -0.0185 7.5447
C 1.0131 -0.1533 5.6681
C 0.0842 1.0132 5.9914
C 0.9365 2.1636 6.4573
C 2.2878 1.8701 5.9096
H 5.4823 -2.3152 4.4162
H 4.4221 -1.7589 3.0632
H 4.1179 -3.3040 3.9095
H 3.4223 -2.2463 5.9113
H 2.5602 -1.8500 4.4464
H 3.3893 0.3727 4.2521
H 4.4186 0.1530 5.6946
H 3.5336 0.3939 7.9174
H 2.6169 -1.0907 7.5467
H 1.6478 0.2223 8.1355
H 0.8021 -1.0264 6.2886
H 1.1173 -0.4247 4.6089
H -0.7181 0.7849 6.7212
H -0.4589 1.2528 5.0665
H 1.0183 2.3458 7.5420
H 0.6841 3.1508 6.0696
H 3.1458 2.3093 6.3909
H 2.2841 2.0783 4.8330
C 4.7223 7.2387 -0.0161
C 6.1803 6.8362 -0.3434
C 6.9778 6.3703 0.8597
N 8.4744 6.1476 0.6310
C 8.6337 4.8910 -0.2059
C 9.1509 5.9245 1.9598
C 10.6345 6.0621 1.6644
C 10.7702 6.8545 0.3184
C 9.2902 7.2531 0.0865
H 4.3052 7.3290 -0.9998
H 4.6935 8.2014 0.4881
H 4.1690 6.5033 0.5507
H 6.6977 7.7509 -0.7596
H 6.0829 6.0853 -1.1102
H 6.5682 5.4111 1.2993
H 7.0545 7.1453 1.6223
H 8.2067 3.9949 0.3175
H 9.6615 4.6697 -0.3089
H 8.1805 5.0408 -1.1929
H 8.7606 4.9619 2.3254
H 8.7465 6.8219 2.4862
H 11.0888 5.0610 1.6603
H 11.1088 6.6892 2.4772
H 11.1915 6.2173 -0.4910
H 11.3458 7.7198 0.4279
H 8.9773 7.4611 -0.9392
H 9.0988 8.1438 0.6505
C 0.7555 -0.3553 1.4008
O 0.8897 -1.1507 0.2433
O 1.3283 -1.0406 2.4727
C 1.6051 0.8689 1.0402
F 2.7972 0.5726 0.5079
F 0.9397 1.7357 0.2035
F 1.7319 1.5530 2.2156
C -0.3883 -1.6983 -0.1951
C -1.4033 -0.6704 -0.7178
H -1.4682 0.2151 -0.0563
H -1.0467 -0.3582 -1.7195
H -2.3286 -1.2245 -0.8612
H -0.8859 -2.1809 0.6509
H -0.0373 -2.3831 -0.9622
H -0.2358 0.0033 1.5760
C -2.7648 0.5976 2.3773
O -1.9694 1.4993 2.8617
O -2.4000 -0.5621 2.2378
C -3.3393 -0.3151 4.7808
F -4.1438 -1.2071 4.5527
F -2.1458 -0.6283 4.9156
F -3.7086 0.5886 5.4435
C -2.0542 2.9454 2.7138
C -1.0756 3.4531 3.7295
H -1.0048 4.5312 3.5249
H -1.3668 3.1336 4.7014
H -0.0982 2.9715 3.5612
H -3.0658 3.2206 2.9735
H -1.7900 3.3436 1.7558
H -3.7894 0.8716 2.0516
C -0.5465 -1.8444 -4.2511
F -0.6931 -2.9722 -5.0035
F -0.8935 -0.8358 -5.0630
F -1.4729 -1.9796 -3.2974
S 1.1690 -1.5229 -3.5582
O 0.9470 -0.2727 -2.9790
O 1.2199 -2.5434 -2.5627
O 2.0370 -1.5681 -4.6531
*
```

=====

2.
# C56H126N8O3

A cluster of 8 separate species, C56H126N8O3 in total at a distorted geometry (the ωB97M-V functional and the def2-TZVPD basis, OMol25).

For the total energy, the calculation gives -2870.477624 a.u. The value obtained for the largest force on an atom is 5.21 eV/A. The value obtained for the energy above the lowest of the compared OMol25 structures with the same formula, charge and spin is 5.037 eV. As for the LUMO energy: -11.24 eV.

```
! RIJCOSX wB97M-V def2-TZVPD def2/J DEFGRID3
* xyz 6 1
N 0.3407 -0.2787 -0.4338
O -0.3233 -1.1532 0.2201
O 0.8165 -0.5455 -1.4753
O 0.4164 0.8957 -0.0860
C -1.0733 -3.0853 -2.8682
C -0.9045 -3.9710 -1.5855
C -2.2709 -3.8391 -0.8292
N -2.3680 -4.5568 0.5232
C -2.7229 -6.0046 0.1981
C -3.3516 -3.8115 1.4292
C -3.0292 -4.2628 2.9362
C -1.5751 -4.7551 2.8686
C -1.0522 -4.4970 1.4111
H -0.9707 -2.0312 -2.6103
H -2.1011 -3.2407 -3.1963
H -0.2280 -3.3671 -3.4960
H -0.0535 -3.5873 -1.0228
H -0.6785 -4.9907 -1.8974
H -3.0926 -4.2278 -1.4308
H -2.4626 -2.7675 -0.7748
H -1.8707 -6.4211 -0.3389
H -3.6891 -6.0188 -0.3063
H -2.8940 -6.3908 1.2029
H -4.3896 -4.0643 1.2133
H -3.2161 -2.7474 1.2357
H -3.7045 -5.0850 3.1732
H -3.1872 -3.4323 3.6243
H -1.4776 -5.8317 3.0089
H -1.0031 -4.1682 3.5872
H -0.3231 -5.2033 1.0139
H -0.6611 -3.4989 1.2135
C -1.8267 6.8709 4.4437
C -0.7590 5.8466 3.8437
C -0.0403 6.2181 2.5699
N 0.8733 5.0815 2.0032
C 0.2641 3.6560 1.8327
C 1.4087 5.5657 0.6541
C 2.7354 4.7719 0.4585
C 3.3375 4.8197 1.8079
C 2.1381 4.9264 2.7955
H -2.7051 6.8314 3.7996
H -1.4744 7.8917 4.5919
H -2.1625 6.5505 5.4299
H -1.3121 4.9243 3.6664
H -0.0037 5.5556 4.5737
H 0.5324 7.1438 2.5140
H -0.7244 6.2320 1.7213
H -0.1750 3.3228 2.7731
H 0.8935 2.8694 1.4167
H -0.5323 3.6637 1.0885
H 0.7656 5.2598 -0.1711
H 1.6034 6.6375 0.6175
H 2.5395 3.7157 0.2735
H 3.3303 5.3781 -0.2246
H 3.9600 3.9767 2.1077
H 3.8563 5.7764 1.8676
H 2.0871 4.0600 3.4549
H 2.3014 5.8746 3.3077
C 1.3140 -4.2893 -9.6700
C 0.5648 -3.3377 -8.7626
C 1.5563 -2.3744 -8.0881
N 0.9404 -1.3332 -7.0507
C -0.2575 -0.5490 -7.7410
C 2.0807 -0.4448 -6.5585
C 2.5778 -1.0567 -5.2274
C 1.7113 -2.2071 -4.9093
C 0.4396 -1.9635 -5.7585
H 2.1566 -4.7037 -9.1164
H 1.9194 -3.8627 -10.4697
H 0.5807 -4.9961 -10.0586
H -0.1146 -3.8858 -8.1097
H -0.2204 -2.8548 -9.3443
H 2.0316 -1.7767 -8.8659
H 2.3590 -2.7984 -7.4847
H -0.6854 0.2536 -7.1402
H -1.0178 -1.3108 -7.9134
H 0.2096 -0.1238 -8.6294
H 1.4850 0.4339 -6.3115
H 2.7438 -0.1036 -7.3535
H 2.5369 -0.2717 -4.4723
H 3.5984 -1.4133 -5.3662
H 1.4329 -2.1769 -3.8558
H 2.1279 -3.1742 -5.1909
H -0.2353 -1.3410 -5.1711
H -0.0759 -2.8938 -5.9968
C 6.5901 -6.6796 1.8488
C 6.2770 -5.1854 2.0974
C 5.3218 -4.6954 0.9325
N 5.0557 -3.1777 0.8668
C 6.3299 -2.3821 0.7738
C 4.2696 -2.6826 2.1236
C 2.8634 -3.0483 1.7377
C 2.7422 -2.9736 0.2962
C 4.0685 -2.6780 -0.2535
H 7.2635 -6.8072 1.0013
H 5.7644 -7.3845 1.7524
H 7.1522 -7.2422 2.5942
H 7.2044 -4.6209 2.1941
H 5.6908 -4.8830 2.9652
H 4.3406 -5.1661 0.8703
H 5.7853 -4.9749 -0.0136
H 6.6790 -2.5494 -0.2451
H 7.2175 -2.6993 1.3212
H 6.0534 -1.3776 1.0944
H 4.3629 -1.6277 2.3817
H 4.5118 -3.2617 3.0147
H 2.1135 -2.4382 2.2413
H 2.6956 -4.0893 2.0139
H 2.2877 -2.0461 -0.0522
H 2.2751 -3.8676 -0.1168
H 4.1906 -1.5969 -0.1871
H 4.3134 -3.1131 -1.2224
C -4.4814 4.9470 -4.8891
C -3.0160 4.5350 -5.1193
C -2.3158 3.9281 -3.8763
N -0.8617 3.4977 -4.0996
C -0.7847 2.2503 -5.0484
C 0.0333 4.6623 -4.5827
C 1.4400 4.5151 -3.9252
C 1.4029 3.2581 -2.9767
C -0.1614 3.1008 -2.7560
H -4.5317 5.8426 -4.2699
H -5.0787 4.1143 -4.5176
H -5.0259 5.2481 -5.7840
H -2.4189 5.3729 -5.4794
H -3.0654 3.7610 -5.8852
H -2.7408 3.1181 -3.2835
H -2.2249 4.7083 -3.1205
H 0.2462 1.9623 -5.2543
H -1.4005 2.4626 -5.9224
H -1.1844 1.3380 -4.6057
H 0.0761 4.5606 -5.6671
H -0.4488 5.6255 -4.4154
H 2.2067 4.3737 -4.6870
H 1.6705 5.3573 -3.2728
H 1.7682 2.4299 -3.5838
H 1.8368 3.1552 -1.9821
H -0.3387 2.0359 -2.6049
H -0.4735 3.7542 -1.9414
C -0.5479 -1.3740 9.0977
C 0.3981 -1.2972 7.8240
C 0.1504 -0.1339 6.8120
N 1.1023 -0.0180 5.5461
C 2.6421 -0.0488 5.9676
C 0.6912 1.1538 4.5974
C -0.1056 0.5166 3.4176
C -0.3301 -0.9253 3.7292
C 0.7450 -1.2368 4.7039
H -0.3551 -2.2466 9.7218
H -1.5973 -1.2650 8.8237
H -0.3544 -0.4749 9.6828
H 0.2582 -2.2186 7.2587
H 1.4220 -1.3700 8.1904
H 0.4893 0.7477 7.3561
H -0.8736 -0.1069 6.4392
H 2.6781 0.5255 6.8933
H 3.2905 0.5245 5.3050
H 3.1034 -1.0317 6.0641
H 1.5666 1.7574 4.3575
H 0.0379 1.7295 5.2530
H 0.2428 0.6475 2.3931
H -1.1237 0.9056 3.4006
H -0.2973 -1.5320 2.8243
H -1.2893 -1.3007 4.0857
H 1.6815 -1.4558 4.1909
H 0.5545 -2.1872 5.2024
C -4.2607 3.8353 4.0873
C -4.1879 2.4079 3.5859
C -4.7373 2.4226 2.1560
N -4.6180 1.0125 1.5920
C -5.2484 -0.0449 2.6724
C -3.1869 0.5939 1.3155
C -3.1120 0.4763 -0.2662
C -4.3744 1.0314 -0.8912
C -5.3685 0.8962 0.2469
H -4.0587 4.5857 3.3229
H -3.5799 3.9220 4.9342
H -5.2073 4.0244 4.5935
H -4.5962 1.6677 4.2741
H -3.1353 2.1251 3.5876
H -4.1302 3.0367 1.4909
H -5.8045 2.6140 2.0436
H -4.5732 -0.1472 3.5220
H -5.4169 -1.0482 2.2810
H -6.2053 0.4511 2.8348
H -2.9632 -0.3354 1.8394
H -2.5351 1.3782 1.7002
H -3.1349 -0.5896 -0.4929
H -2.1924 0.8870 -0.6831
H -4.6135 0.4921 -1.8078
H -4.2008 2.0712 -1.1685
H -5.5979 -0.1672 0.3157
H -6.2582 1.5229 0.1861
*
```